No. 1
C3H4N2O2 | ωB97M-V/def2-TZVPD

Computed properties:
Strongest force on any atom in Eh/bohr: 0.016
SMILES: CN1C=N1.O=C=O
Relative energy (zero: lowest compared OMol25 entry of this formula, charge and spin) in eV: 3.8329

```
11
Properties=species:S:1:pos:R:3:forces:R:3:lowdin_charge:R:1
C -1.376 -0.495 -0.137 -0.1 0.0 0.0 -0.102
N 0.050 -0.180 -0.027 -0.2 0.2 -0.1 -0.142
N 0.855 -1.356 0.675 0.2 -0.1 -0.5 0.191
C 0.944 -1.130 -0.541 0.0 -0.2 0.4 -0.201
O 2.143 1.675 0.293 -0.7 0.3 0.3 0.165
C 1.092 2.046 0.639 0.1 0.2 0.0 -0.445
O 0.087 2.513 1.007 0.7 -0.3 -0.2 0.175
H -1.586 -1.460 -0.613 0.1 0.1 0.1 0.073
H -1.804 -0.491 0.869 0.0 0.0 -0.1 0.082
H -1.844 0.311 -0.710 0.1 -0.1 0.0 0.081
H 1.439 -1.433 -1.456 -0.1 0.0 0.1 0.123
```
Forces are in eV/Å.


No. 2
H2 | ωB97M-V/def2-TZVPD

Computed properties:
Strongest force on any atom in Eh/bohr: 0.093
Relative energy (zero: lowest compared OMol25 entry of this formula, charge and spin) in eV: 2.4859

```
2
Properties=species:S:1:pos:R:3:forces:R:3:lowdin_charge:R:1
H 0.000 0.000 0.677 0.0 0.0 -4.8 0.000
H 0.000 0.000 -0.677 0.0 0.0 4.8 0.000
```
Forces are in eV/Å.